1.
DFT (ωB97M-V with the def2-TZVPD basis set) results for one molecule with the formula C6H8N2O5 at a distorted geometry.

Calculated values
energy above the lowest of the compared OMol25 structures with the same formula, charge and spin: 0.0 kJ/mol
multiplicity: 3
E: -19562.205 eV
orbital gap (spin up / spin down): 0.248 / 0.272 hartree
LUMO (spin up / spin down): 0.5 / -2.7 eV
<S²>: 2.012

CARTESIAN COORDINATES (ANGSTROEM)
C  0.312  2.703  -0.203
C  2.145  -2.087  0.137
C  2.074  1.043  0.368
C  -1.552  -0.529  0.158
C  1.012  0.033  0.182
C  -0.357  0.213  0.701
N  1.399  -1.262  0.737
N  -0.728  2.086  -0.233
O  1.620  2.347  0.137
O  3.199  0.755  0.613
O  -2.791  0.093  0.473
O  1.032  -0.034  -1.243
O  -0.459  0.347  2.048
H  0.421  3.743  -0.609
H  2.227  -2.945  0.782
H  2.638  -2.137  -0.842
H  -1.707  -1.579  0.507
H  -1.435  -0.636  -0.916
H  -2.597  1.033  0.165
H  1.043  0.744  -1.771
H  -1.418  0.248  2.391


2.
DFT (ωB97M-V with the def2-TZVPD basis set) results for a 2-piece molecular cluster, C23H26IO4 overall at a distorted geometry.

Calculated values
energy above the lowest of the compared OMol25 structures with the same formula, charge and spin: 9.2 kJ/mol
E: -40554.599 eV
orbital gap: 0.191 hartree
LUMO: -5.6 eV
charge: +1

CARTESIAN COORDINATES (ANGSTROEM)
C  -0.679  -0.412  -2.541
C  0.535  0.426  -2.519
C  1.884  0.064  -2.549
C  2.891  1.104  -2.587
C  2.498  2.549  -2.621
C  4.238  0.788  -2.624
C  4.684  -0.538  -2.613
C  6.148  -0.846  -2.614
C  3.729  -1.559  -2.604
C  2.368  -1.299  -2.571
C  1.434  -2.456  -2.587
H  -1.549  0.257  -2.639
H  -0.716  -1.096  -3.403
H  -0.841  -0.987  -1.614
H  0.318  1.490  -2.546
H  3.395  3.183  -2.585
H  1.954  2.793  -3.544
H  1.860  2.817  -1.769
H  4.978  1.595  -2.668
H  6.304  -1.929  -2.617
H  6.647  -0.423  -3.496
H  6.648  -0.429  -1.729
H  4.080  -2.595  -2.631
H  2.001  -3.394  -2.615
H  0.796  -2.474  -1.696
H  0.795  -2.432  -3.476
C  -1.881  -1.330  4.769
C  -0.851  -1.953  3.843
C  -0.309  -3.298  4.358
O  -1.412  -2.190  2.536
C  -1.647  -1.083  1.749
O  -2.307  -1.222  0.730
C  -1.038  0.176  2.167
I  -0.962  1.707  0.740
C  -3.042  2.245  0.692
C  -3.815  2.088  -0.459
C  -5.169  2.479  -0.412
C  -5.711  3.011  0.765
C  -4.918  3.121  1.915
C  -3.566  2.750  1.878
C  0.109  0.103  3.069
O  0.914  1.000  3.233
O  0.309  -1.100  3.722
H  -2.248  -0.385  4.347
H  -2.717  -2.027  4.901
H  -1.423  -1.151  5.749
H  0.427  -3.693  3.651
H  0.178  -3.153  5.324
H  -1.118  -4.022  4.469
H  -3.381  1.675  -1.372
H  -5.796  2.368  -1.299
H  -6.754  3.342  0.789
H  -5.338  3.498  2.848
H  -2.932  2.850  2.757


3.
DFT (ωB97M-V with the def2-TZVPD basis set) results for one molecule with the formula C3H6N2O.

Calculated values
energy above the lowest of the compared OMol25 structures with the same formula, charge and spin: 163.7 kJ/mol
SMILES string: [H]/N=C(/C=O)NC
E: -8235.002 eV
orbital gap: 0.356 hartree
LUMO: 0.0 eV

CARTESIAN COORDINATES (ANGSTROEM)
C  -0.312  0.890  1.304
N  -0.695  0.536  -0.070
C  0.281  -0.136  -0.816
N  1.279  0.398  -1.394
C  0.163  -1.637  -0.889
O  -0.720  -2.234  -0.316
H  0.776  0.848  1.413
H  -0.745  0.184  2.023
H  -0.644  1.900  1.559
H  -1.542  -0.019  -0.056
H  1.210  1.413  -1.278
H  0.949  -2.143  -1.478


4.
DFT (ωB97M-V with the def2-TZVPD basis set) results for a 2-piece molecular cluster, C6H9N3OS overall at a distorted geometry.

Calculated values
energy above the lowest of the compared OMol25 structures with the same formula, charge and spin: 131.1 kJ/mol
SMILES string: C/N=c1/[nH]ccs1.CN=C=O
E: -23718.996 eV
orbital gap: 0.307 hartree
LUMO: 0.7 eV

CARTESIAN COORDINATES (ANGSTROEM)
C  2.866  1.488  -0.247
C  3.706  0.411  -0.319
C  1.235  -0.129  -0.024
C  -1.855  1.241  -0.637
C  -3.300  -0.139  0.704
C  -0.337  -1.922  0.127
N  1.575  1.178  -0.030
N  -2.873  0.801  -0.267
N  0.121  -0.594  0.257
O  -1.066  1.944  -1.140
S  2.803  -1.087  -0.392
H  3.242  2.459  -0.095
H  4.681  0.450  -0.459
H  -2.985  0.085  1.683
H  -4.295  -0.342  0.449
H  -2.680  -0.952  0.457
H  -0.469  -2.448  1.169
H  -1.364  -1.703  -0.205
H  0.143  -2.587  -0.652
H  0.851  1.845  -0.380


5.
DFT (ωB97M-V with the def2-TZVPD basis set) results for a 2-piece molecular cluster, CH2N4O overall at a distorted geometry.

Calculated values
energy above the lowest of the compared OMol25 structures with the same formula, charge and spin: 153.9 kJ/mol
SMILES string: N#[N+][O-].N#CN
E: -9074.703 eV
orbital gap: 0.407 hartree
LUMO: 0.7 eV

CARTESIAN COORDINATES (ANGSTROEM)
N  1.550  0.066  -0.210
C  0.348  0.407  -0.703
N  -0.602  0.746  -1.279
O  -2.638  -0.227  0.035
N  -1.733  -0.604  0.684
N  -0.806  -0.919  1.243
H  1.617  -0.164  0.773
H  2.263  0.696  -0.544


6.
DFT (ωB97M-V with the def2-TZVPD basis set) results for C23H25AuN8OS4SeSi as an isolated structure.

Calculated values
energy above the lowest of the compared OMol25 structures with the same formula, charge and spin: 8.1 kJ/mol
multiplicity: 3
E: -158484.214 eV
orbital gap (spin up / spin down): 0.270 / 0.221 hartree
LUMO (spin up / spin down): -0.1 / -2.1 eV
<S²>: 2.009

CARTESIAN COORDINATES (ANGSTROEM)
Au  -1.589  -0.648  -2.208
S  -1.675  0.538  0.487
S  -0.602  -0.814  1.369
S  -0.741  -2.624  0.302
S  -2.243  -2.498  -1.052
C  3.544  -2.971  -1.606
N  2.889  -1.814  -1.031
C  1.886  -1.101  -1.557
N  1.720  0.023  -0.891
C  2.683  -0.057  0.066
N  3.424  -1.143  0.010
C  4.690  -2.564  -2.512
C  5.757  -3.418  -2.759
C  6.789  -3.025  -3.604
C  6.784  -1.768  -4.189
C  5.723  -0.908  -3.929
C  4.682  -1.315  -3.107
C  5.702  0.459  -4.442
N  6.560  1.092  -5.161
N  6.076  2.390  -5.294
C  4.969  2.434  -4.639
O  4.657  1.244  -4.078
C  4.079  3.569  -4.399
C  4.530  4.853  -4.686
C  3.713  5.936  -4.412
C  2.457  5.740  -3.859
C  1.997  4.457  -3.580
C  0.637  4.311  -2.938
N  -0.065  3.077  -3.240
C  -0.087  1.945  -2.546
N  -0.925  1.102  -3.141
C  -1.400  1.799  -4.210
N  -0.900  3.002  -4.304
C  2.813  3.370  -3.853
H  2.786  -3.514  -2.174
H  3.886  -3.615  -0.799
H  1.325  -1.434  -2.418
H  2.831  0.701  0.818
H  5.792  -4.392  -2.285
H  7.614  -3.699  -3.790
H  7.595  -1.444  -4.827
H  3.880  -0.619  -2.905
H  5.516  4.986  -5.111
H  4.055  6.938  -4.632
H  1.822  6.593  -3.652
H  -0.020  5.115  -3.265
H  0.727  4.366  -1.850
H  0.481  1.722  -1.655
H  -2.117  1.401  -4.907
H  2.475  2.363  -3.645
C  -0.865  5.907  1.239
Si  -1.468  4.141  1.072
C  -2.535  3.668  2.524
C  -2.433  3.960  -0.524
Se  0.428  2.861  1.021
H  -1.720  6.586  1.289
H  -0.249  6.202  0.387
H  -0.274  6.039  2.146
H  -3.433  4.290  2.560
H  -1.990  3.795  3.461
H  -2.843  2.624  2.450
H  -3.345  4.561  -0.481
H  -2.728  2.924  -0.702
H  -1.853  4.299  -1.384